Record 1
{
  "formula": "C4H10N2O",
  "method": "wB97M-V/def2-TZVPD",
  "species": ["O", "C", "C", "C", "N", "C", "N", "H", "H", "H", "H", "H", "H", "H", "H", "H", "H"],
  "positions_angstrom": [[-2.15885, -1.44784, -2.14281], [-1.75671, -0.99607, -1.10863], [-0.43879, -0.30091, -0.94813], [-0.72918, 1.27692, -1.08128], [0.06662, -0.66003, 0.35849], [0.92882, 0.20584, 1.14599], [1.60832, -0.50489, 2.22507], [-2.35946, -0.90791, -0.16335], [0.17841, -0.65941, -1.77549], [-1.79794, 1.44538, -0.97718], [-0.44896, 1.45970, -2.12560], [0.08196, 1.77203, -0.55070], [0.53223, -1.56172, 0.29828], [1.60143, 0.83778, 0.55262], [0.23003, 0.90548, 1.64537], [2.07877, 0.17560, 2.81200], [2.38332, -1.03995, 1.83538]],
  "forces_ev_per_angstrom": [[-0.1716, -0.3597, -0.0002], [-0.4964, 0.8393, 0.3351], [0.0239, 1.1405, 0.1619], [1.4141, -2.5112, -1.6110], [0.8978, -1.2351, 0.5236], [-1.1761, 1.3963, 0.6264], [0.3252, -0.3163, -0.6442], [-0.0249, -0.4228, -0.4348], [0.3207, 0.2970, -0.0211], [0.3108, 0.7234, 0.7001], [-0.5140, 0.2145, 0.0234], [-0.9638, 0.5234, 0.6013], [-0.2594, -0.0079, 0.0233], [0.2486, -0.2145, -0.2843], [0.4984, -0.0112, -0.0992], [-0.2721, 0.0744, 0.1049], [-0.1611, -0.1301, -0.0053]],
  "multiplicity": 1,
  "lumo_energy_ha": 0.0297,
  "gap_ha": 0.3594
}

---

Record 2
{
  "formula": "C6H15N2",
  "method": "wB97M-V/def2-TZVPD",
  "species": ["N", "C", "C", "C", "H", "H", "H", "H", "H", "H", "H", "C", "C", "C", "N", "H", "H", "H", "H", "H", "H", "H", "H"],
  "positions_angstrom": [[-0.27707, -1.86755, 0.80964], [-1.65171, -1.39462, 1.17140], [-2.12204, 1.01360, 0.90041], [-1.68604, 0.02492, 1.65938], [-0.39270, -2.77643, 0.36269], [0.23404, -2.07840, 1.66545], [-2.04949, -2.03472, 1.95812], [-2.26649, -1.52224, 0.28204], [-2.19523, 2.02848, 1.27275], [-2.50804, 0.83995, -0.09528], [-1.23543, 0.17254, 2.63509], [1.22546, 1.79782, -0.24632], [1.33093, 0.69828, -1.24820], [1.20992, 0.75585, -2.55669], [1.62935, -0.60450, -0.62279], [0.97649, 2.73567, -0.73237], [0.46770, 1.54941, 0.49341], [2.18969, 1.94268, 0.24624], [1.33560, -0.12395, -3.17471], [0.97861, 1.69622, -3.02784], [0.73696, -1.05321, -0.06889], [2.38993, -0.48610, 0.04589], [1.93730, -1.27760, -1.32505]],
  "forces_ev_per_angstrom": [[-0.0778, -0.1549, 0.0932], [-0.0057, -0.0290, 0.0130], [-0.3637, 0.3811, 0.2932], [0.7096, -0.5321, -0.4779], [0.0602, 0.0391, 0.0081], [-0.0122, 0.0835, 0.0214], [-0.1088, -0.1641, -0.0513], [-0.0577, 0.1143, 0.0275], [0.1722, 0.0066, -0.0457], [-0.0713, -0.0901, -0.0438], [-0.2734, 0.2746, 0.1278], [0.1749, -0.0790, -0.2357], [0.0628, -0.0430, 0.1733], [-0.0513, -0.0641, -0.0024], [-0.2314, -0.0065, -0.0338], [-0.1244, 0.0103, -0.0289], [-0.0157, 0.1191, 0.1347], [-0.0182, -0.0250, 0.1444], [-0.0226, 0.0703, -0.1058], [-0.0219, 0.0440, -0.1407], [0.2743, 0.1016, 0.0282], [0.0184, -0.0967, 0.0606], [-0.0163, 0.0399, 0.0406]],
  "multiplicity": 1,
  "lumo_energy_ha": -0.1100,
  "total_charge": 1,
  "gap_ha": 0.3873
}

---

Record 3
{
  "formula": "C7H12N2O",
  "method": "wB97M-V/def2-TZVPD",
  "species": ["C", "C", "C", "N", "C", "C", "N", "C", "C", "H", "H", "H", "H", "H", "H", "H", "H", "H", "H", "O", "H", "H"],
  "positions_angstrom": [[-4.52478, 0.31174, 0.06913], [-3.14632, 0.15048, -0.54322], [-2.01367, 1.01644, 0.01100], [-1.76192, 0.61595, 1.38878], [-1.18436, -0.19404, 0.30536], [0.25500, -0.35366, 0.17706], [1.19152, -0.83613, 0.79772], [-2.28828, -1.12859, -0.20848], [-2.84296, -2.16883, 0.74394], [-4.48333, 0.25176, 1.16498], [-4.95856, 1.28410, -0.20642], [-5.20521, -0.47244, -0.29323], [-3.19990, 0.27235, -1.63340], [-1.68696, 1.99414, -0.34644], [-1.05197, 1.23547, 1.78463], [-1.95801, -1.60257, -1.14216], [-3.12426, -1.71676, 1.70413], [-3.73609, -2.64416, 0.31353], [-2.09811, -2.95350, 0.93749], [1.23980, -0.70235, -1.47227], [0.56543, -1.20644, -1.94016], [1.94343, -1.15197, -0.39890]],
  "forces_ev_per_angstrom": [[-0.1683, -0.0477, 0.1048], [-0.1081, 0.1192, -0.1063], [-0.0456, 0.2095, -0.3669], [0.1130, 0.0096, 0.2446], [0.2079, 1.0311, -0.9571], [3.0678, -2.5565, 2.7461], [-1.3015, 1.1110, -0.9454], [0.0609, -0.1342, -0.2411], [-0.0101, -0.0911, 0.1997], [0.0119, 0.0281, -0.2883], [0.1171, -0.2449, 0.0730], [0.1469, 0.2044, 0.1035], [0.0299, -0.0365, 0.2348], [-0.0470, -0.3491, 0.0712], [-0.0703, -0.2722, -0.1145], [-0.0955, 0.0878, 0.1626], [0.1044, -0.1044, -0.2596], [0.2363, 0.1058, 0.0982], [-0.1924, 0.1826, -0.0403], [-0.0645, 0.6588, 0.1718], [0.5900, -0.8763, -0.3685], [-2.5828, 0.9652, -0.5222]],
  "multiplicity": 1,
  "lumo_energy_ha": 0.0215,
  "gap_ha": 0.3550
}

---

Let's list largest force on an atom in order: 3.30, 1.01, 4.85 eV/Å.
Let's list E_HOMO in order: -8.97, -13.53, -9.08 eV.